# 1
# C7H27B2LiNO

A molecular structure, C7H27B2LiNO (ωB97M-V/def2-TZVPD, OMol25).

The geometry in XYZ format:
```
39
Properties=species:S:1:pos:R:3:forces:R:3:nbo_charge:R:1
Li -0.886 -0.883 -0.347 0.044 -0.244 -0.133 0.874
B 0.481 -2.042 -1.533 0.202 -0.264 -0.450 -0.826
H 1.010 -1.200 -0.929 0.615 1.198 0.544 -0.066
H -0.027 -2.774 -0.790 -0.511 -0.883 0.716 0.009
H -0.332 -1.512 -2.183 -1.017 0.655 -0.768 -0.029
H 1.267 -2.561 -2.213 0.869 -0.606 -0.733 -0.004
B -2.534 -1.798 0.524 -0.776 -0.075 0.690 -0.806
H -2.469 -1.902 -0.620 0.150 -0.037 -1.768 -0.039
H -2.572 -0.671 0.833 0.050 1.422 0.250 -0.063
H -3.540 -2.269 0.868 -1.016 -0.658 0.502 -0.008
H -1.601 -2.291 1.018 1.063 -0.610 0.578 -0.027
C -2.551 1.466 -1.319 -0.341 0.563 0.321 -0.622
C -1.086 1.895 -1.210 -0.436 -0.440 -0.598 -0.218
N -0.365 1.211 -0.136 -0.325 -0.148 -0.363 -0.490
C 1.085 1.366 -0.306 0.005 -0.313 0.499 -0.236
C 1.648 2.750 0.045 0.337 -0.280 -0.190 -0.641
C -0.842 1.511 1.220 0.847 -0.150 0.448 -0.235
C -0.261 0.520 2.238 -0.132 -0.141 0.045 -0.622
H -2.701 0.388 -1.349 0.205 -0.049 0.158 0.243
H -3.045 1.863 -2.210 0.326 0.165 -0.090 0.202
H -3.113 1.871 -0.475 -0.111 -0.233 0.023 0.198
H -0.618 1.601 -2.153 0.251 -0.009 0.112 0.201
H -1.007 2.991 -1.169 -0.069 0.065 0.227 0.157
H 1.318 1.038 -1.318 0.001 0.320 -0.117 0.216
H 1.554 0.595 0.311 0.142 0.210 0.122 0.226
H 1.135 3.567 -0.465 -0.149 -0.005 0.102 0.198
H 2.697 2.815 -0.255 -0.010 -0.123 -0.057 0.211
H 1.642 2.911 1.123 -0.180 0.135 -0.008 0.202
H -0.519 2.522 1.499 -0.407 0.210 0.070 0.160
H -1.921 1.409 1.281 -0.046 0.190 -0.312 0.226
H 0.763 0.728 2.551 0.087 0.029 -0.272 0.198
H -0.853 0.475 3.155 -0.150 0.246 -0.085 0.212
H -0.322 -0.489 1.832 0.207 -0.057 0.089 0.236
C 3.423 -2.613 0.449 0.065 -0.863 0.078 -0.244
O 2.237 -2.035 0.937 -0.049 0.060 -0.765 -0.789
H 3.515 -2.554 -0.640 0.002 0.367 0.013 0.173
H 4.313 -2.193 0.928 -0.114 0.263 -0.037 0.150
H 3.449 -3.694 0.661 -0.027 0.058 0.101 0.144
H 1.624 -2.010 0.146 0.399 0.035 1.058 0.530
```
Forces are in eV/Å.

Its orbital gap is 8.89 eV. For the lowest unoccupied orbital energy, the calculation gives 2.943 eV. As for the HOMO energy: -5.95 eV. Its net charge is -1.

=====

# 2
# C7H28Al2N14O11P

A molecular structure, C7H28Al2N14O11P (ωB97M-V/def2-TZVPD, OMol25).

The geometry in XYZ format:
```
63
Properties=species:S:1:pos:R:3:forces:R:3:nbo_charge:R:1
Al 3.980 4.333 4.368 -0.093 -0.011 0.083 0.999
Al 6.749 0.624 -1.455 -0.065 -0.145 -0.082 0.999
P 1.866 0.983 0.504 -1.257 0.410 -1.762 2.391
O 0.479 0.474 0.917 1.323 0.374 -0.477 -0.915
O 1.903 2.524 0.622 -0.107 -0.461 0.321 -0.802
O 2.232 0.558 -0.954 -0.441 0.085 1.367 -0.838
O 3.067 0.577 1.323 0.662 -0.320 0.504 -0.834
C -3.249 5.680 0.937 -3.382 4.517 1.104 0.724
O -4.362 6.239 1.079 0.769 -1.127 -0.587 -0.463
N -2.960 4.457 1.091 -1.993 -7.060 0.578 -0.761
N -2.133 6.292 0.850 5.059 4.024 -1.215 -0.760
H -2.035 4.156 1.363 -0.631 -0.240 0.137 0.402
H -3.791 3.940 1.338 0.453 -0.867 0.116 0.418
H -1.965 7.284 0.756 -0.499 -0.158 -0.024 0.429
H -1.340 5.676 0.742 0.205 0.906 -0.124 0.371
C -1.853 1.011 6.215 4.318 3.258 -0.703 0.736
O -0.958 1.859 6.058 0.276 0.488 -0.117 -0.579
N -2.259 0.275 5.240 -1.812 -2.284 -3.258 -0.797
N -2.361 0.711 7.343 -2.072 -1.326 3.763 -0.768
H -3.173 -0.115 5.421 0.087 -0.360 -1.110 0.397
H -1.813 0.303 4.334 -0.447 0.144 0.231 0.420
H -1.992 1.053 8.219 -0.219 -0.020 -0.208 0.435
H -2.807 -0.192 7.265 -0.108 0.112 1.390 0.392
C 3.363 -4.677 -3.348 0.781 -2.126 -3.296 0.738
O 4.203 -3.869 -3.253 3.904 3.910 1.429 -0.623
N 2.160 -4.576 -2.934 -5.060 0.949 3.181 -0.787
N 3.512 -5.702 -4.179 0.732 -3.191 -2.117 -0.743
H 2.036 -3.813 -2.285 -0.406 -0.267 0.097 0.397
H 1.578 -5.396 -2.842 -0.056 0.307 0.080 0.401
H 2.820 -6.422 -4.332 -0.008 0.178 0.211 0.394
H 4.301 -5.780 -4.804 0.144 0.275 0.438 0.420
C 2.731 4.268 -4.894 -0.097 4.814 -0.882 0.742
O 2.773 4.975 -5.918 0.097 -0.707 1.128 -0.485
N 2.737 2.991 -4.876 -0.053 -5.526 -0.444 -0.789
N 2.649 4.786 -3.636 0.061 0.544 1.150 -0.796
H 2.717 2.430 -5.715 -0.027 0.473 -0.119 0.426
H 2.529 2.474 -4.034 0.097 0.171 -0.127 0.391
H 2.417 4.154 -2.883 0.006 0.312 -0.045 0.383
H 2.797 5.753 -3.384 -0.154 -0.135 -0.614 0.426
C -2.227 0.850 -4.040 0.427 -0.567 -2.208 0.725
O -2.863 1.321 -4.960 -1.017 0.946 -0.895 -0.486
N -1.285 -0.029 -4.263 2.335 -2.628 -2.212 -0.757
N -2.302 1.149 -2.809 -1.930 2.582 5.463 -0.797
H -1.125 -0.158 -5.251 0.339 -0.585 0.169 0.424
H -0.669 -0.425 -3.567 -0.042 0.270 -0.302 0.397
H -2.948 1.894 -2.590 0.073 -0.166 0.358 0.418
H -1.715 0.778 -2.076 -0.118 0.169 -0.335 0.402
C 2.454 -4.177 3.522 2.603 -4.498 1.168 0.721
O 2.584 -5.294 4.035 0.287 -0.127 -0.259 -0.496
N 1.542 -3.380 3.779 -7.553 3.827 3.127 -0.770
N 3.221 -3.587 2.684 5.931 0.743 -4.382 -0.800
H 1.364 -2.650 3.104 -0.664 -0.033 0.683 0.396
H 0.898 -3.696 4.490 -0.494 0.559 -0.272 0.419
H 4.131 -3.995 2.524 -0.122 -0.130 -0.238 0.408
H 3.226 -2.580 2.608 -0.009 -0.262 0.143 0.391
C -4.255 -3.673 0.369 -2.417 -1.121 -0.715 0.726
O -5.014 -4.606 0.603 -0.644 0.125 0.405 -0.465
N -3.001 -3.739 0.534 7.179 -3.123 2.023 -0.762
N -4.498 -2.503 -0.156 -2.816 2.049 -0.931 -0.797
H -2.656 -4.612 0.907 0.238 0.011 -0.119 0.414
H -2.333 -2.981 0.521 -0.460 -0.129 0.150 0.389
H -3.643 -1.992 -0.327 -1.277 0.957 -0.041 0.387
H -5.431 -2.212 0.097 0.161 1.208 -0.775 0.427
```
Forces are in eV/Å.

Its orbital gap is 1.31 eV. For the lowest unoccupied orbital energy, the calculation gives -14.135 eV. As for the HOMO energy: -15.45 eV. Its net charge is +3.

=====

# 3
# C7H28N14O7

7 unconnected molecules or ions with the total composition C7H28N14O7 (ωB97M-V/def2-TZVPD, OMol25).

The geometry in XYZ format:
```
56
Properties=species:S:1:pos:R:3:forces:R:3:mulliken_spin:R:1
C 0.685 3.786 -2.861 -0.544 1.645 -1.650 -0.023
O -0.265 4.245 -3.489 0.799 -0.312 0.809 0.070
N 1.856 4.356 -2.610 1.589 2.996 -0.416 0.083
N 0.737 2.548 -2.408 -1.791 -3.162 1.447 0.453
H 2.006 5.235 -3.085 0.040 0.104 0.189 -0.004
H 2.673 4.001 -2.135 -0.474 -0.390 -0.067 -0.002
H 1.408 2.271 -1.705 -0.111 -0.399 -0.099 -0.024
H -0.015 1.940 -2.702 0.065 -0.654 0.024 -0.017
C 1.743 -1.049 -4.002 0.030 2.151 -0.597 -0.002
O 1.349 0.071 -4.327 -0.107 0.535 0.152 0.022
N 1.016 -1.996 -3.518 -3.863 -2.808 2.112 0.004
N 2.995 -1.431 -4.112 4.224 0.334 -0.198 0.004
H 1.363 -2.574 -2.766 0.314 -0.107 -0.453 0.000
H 0.048 -1.760 -3.355 -0.417 0.029 -0.319 0.000
H 3.649 -0.694 -3.889 0.258 -0.194 -0.583 0.000
H 3.309 -2.365 -3.890 -0.310 0.197 0.007 0.000
C 2.004 -4.166 2.723 1.543 -3.678 -0.850 0.000
O 2.499 -3.258 2.158 1.201 3.723 -1.695 0.000
N 0.990 -4.118 3.547 -2.486 0.738 2.126 0.000
N 2.455 -5.450 2.528 -0.254 -1.691 0.614 0.000
H 0.620 -4.941 4.000 -0.027 0.465 -0.121 0.000
H 0.603 -3.205 3.739 -0.126 -0.384 0.109 0.000
H 3.220 -5.789 1.963 -0.119 0.965 0.004 0.000
H 2.073 -6.167 3.128 0.133 0.048 -0.225 0.000
C -2.717 -0.634 -3.048 0.392 -1.202 -0.417 0.000
O -1.539 -0.961 -2.926 0.422 0.567 -0.333 0.000
N -3.514 -0.370 -2.069 -0.658 0.917 5.374 0.000
N -3.472 -0.611 -4.111 -0.268 -0.242 -5.233 0.000
H -3.029 -0.489 -1.190 -0.615 0.253 0.717 0.000
H -4.521 -0.394 -2.142 0.515 0.002 0.304 0.000
H -3.055 -0.718 -5.025 -0.227 -0.037 0.098 0.000
H -4.447 -0.353 -4.057 0.517 -0.028 -0.270 0.000
C -0.844 4.188 0.357 -1.237 3.106 1.478 -0.022
O -0.097 3.871 1.195 4.654 -1.647 3.259 0.073
N -1.159 5.481 0.146 -0.548 1.069 -1.532 0.038
N -1.652 3.302 -0.152 -1.952 -1.481 -3.499 0.384
H -2.003 5.708 -0.359 0.342 0.369 0.086 -0.001
H -0.622 6.210 0.594 -0.170 -0.280 -0.052 -0.002
H -1.646 2.345 0.170 -0.099 -0.824 0.025 -0.017
H -2.170 3.646 -0.948 -0.586 -0.885 -0.151 -0.021
C -0.378 -0.232 0.465 -3.408 1.489 -1.910 -0.002
O -1.543 0.211 0.326 0.212 0.123 -0.082 0.006
N 0.185 -0.454 1.567 1.106 -0.695 7.727 0.000
N 0.422 -0.493 -0.511 2.398 -0.289 -4.220 0.003
H -0.365 -0.344 2.407 -0.336 0.314 0.076 0.000
H 1.121 -0.739 1.818 -0.002 -0.196 -0.957 0.000
H 0.124 -0.358 -1.466 0.021 -0.330 -0.002 -0.003
H 1.362 -0.764 -0.261 -0.198 -0.126 -0.665 0.000
C -0.653 -0.561 5.395 -3.241 0.293 -1.269 0.000
O -1.201 0.088 4.563 -1.737 1.858 -3.015 0.000
N -1.113 -1.642 5.926 -2.059 -4.770 1.617 0.000
N 0.418 -0.222 5.962 5.921 2.435 1.741 0.000
H -0.520 -1.952 6.682 -1.190 -0.597 0.241 0.000
H -2.106 -1.823 5.935 0.319 -0.153 -0.041 0.000
H 0.925 -1.005 6.351 1.003 1.045 0.042 0.000
H 0.789 0.579 5.472 1.148 -0.208 0.541 0.000
```
Forces are in eV/Å.

Its orbital gap (alpha / beta) is 9.81 / 3.60 eV. For the lowest unoccupied orbital energy (alpha / beta), the calculation gives -2.194 / -8.240 eV. As for the HOMO energy (alpha / beta): -12.00 / -11.84 eV. The expectation value of S² is 0.7604. As for the spin multiplicity: 2. Its net charge is +1.

=====

Short version: F_max = 1.77 9.03 7.84 eV/Å, in the order given.